Arrangement a

Density functional theory data (wB97M-V/def2-TZVPD) for a cluster of 13 separate species, C52H143N13O13 in total.

Each atom is followed by the atoms it is bonded to, with distances in Å.
CARTESIAN COORDINATES (ANGSTROEM)
1 C -6.54 -3.13 -5.42  H65 1.090, O75 1.433, H151 1.090, C181 1.564
2 C -3.08 1.56 -8.58  H133 1.090, O137 1.411, H150 1.090, H152 1.090
3 C -1.75 0.81 -6.82  C66 1.543, H117 1.090, O137 1.382, H220 1.090
4 N 3.38 -5.09 4.99  C10 1.476, H102 1.010, H108 1.010
5 H 6.40 5.38 1.92  C52 1.090
6 C 1.73 -3.72 6.20  C10 1.545, H78 1.090, H119 1.090, O156 1.390
7 H -8.74 -2.02 -6.72  C221 1.090
8 H 4.13 0.60 5.57  C120 1.090
9 H 0.21 -3.77 1.93  C131 1.090
10 C 2.21 -5.16 5.88  N4 1.476, C6 1.545, C22 1.465, H169 1.090
11 C 4.88 2.61 4.94  H94 1.090, C120 1.543, N122 1.455, C129 1.493
12 C 3.15 -3.52 -1.53  N54 1.464, C123 1.589, H136 1.090, C176 1.506
13 C -2.79 5.92 0.93  H44 1.090, H73 1.090, C90 1.571, H217 1.090
14 C -2.77 -2.94 3.88  N51 1.496, C70 1.527, C83 1.586, H143 1.090
15 H -2.10 5.44 3.37  N63 1.010
16 H 5.66 0.95 -6.63  C48 1.090
17 H 3.29 -4.59 0.38  C123 1.090
18 H -9.43 -1.65 -5.20  C221 1.090
19 C 0.99 0.80 0.93  C43 1.575, N109 1.481, H163 1.090, C194 1.490
20 H 0.88 -0.18 -0.98  C43 1.090
21 H 3.33 -2.85 0.57  C123 1.090
22 C 2.61 -5.84 7.11  C10 1.465, H106 1.090, H175 1.090, H202 1.090
23 H -4.81 2.13 -5.17  C141 1.090
24 H -2.53 -4.61 -4.03  C50 1.090
25 C 0.88 -1.92 5.10  H30 1.090, H103 1.090, H130 1.090, O156 1.387
26 H 0.20 2.49 0.01  N109 1.010
27 H 6.62 1.61 4.20  C129 1.090
28 H 3.96 0.88 -7.13  C48 1.090
29 H -4.73 -2.75 -3.08  C74 1.090
30 H 0.11 -1.61 5.80  C25 1.090
31 H 4.72 -3.22 -2.70  N54 1.010
32 O 1.44 -3.69 0.31  C123 1.428, C131 1.414
33 H -0.51 1.30 5.52  C114 1.090
34 H -2.43 -3.10 1.63  C83 1.090
35 H -2.69 -1.25 -1.23  C47 1.090
36 H -4.01 3.31 3.10  C188 1.090
37 H 0.29 -1.36 -4.89  C160 1.090
38 H 6.45 1.73 5.95  C129 1.090
39 H -3.81 -2.24 2.00  C83 1.090
40 H -2.33 -8.76 -2.23  C180 1.090
41 H -1.14 -1.48 -7.95  N138 1.010
42 H -0.75 -0.02 -4.26  C160 1.090
43 C 0.40 -0.32 -0.01  C19 1.575, H20 1.090, O86 1.450, H155 1.090
44 H -1.75 5.60 0.94  C13 1.090
45 H 5.27 2.31 -1.11  N57 1.010
46 H 6.01 1.13 -4.43  C101 1.090
47 C -1.63 -1.36 -1.01  H35 1.090, O86 1.436, H97 1.090, H187 1.090
48 C 4.72 1.51 -6.66  H16 1.090, H28 1.090, O64 1.398, H158 1.090
49 H 4.45 5.17 -0.59  C145 1.090
50 C -2.20 -4.87 -3.03  H24 1.090, O68 1.461, H84 1.090, H124 1.090
51 N -3.01 -4.42 3.81  C14 1.496, H77 1.010, H196 1.010
52 C 6.18 4.38 1.54  H5 1.090, H69 1.090, H116 1.090, C205 1.555
53 H -1.76 2.30 6.29  C114 1.090
54 N 4.60 -3.44 -1.72  C12 1.464, H31 1.010, H125 1.010
55 C 1.18 4.96 5.14  C91 1.521, H154 1.090, N161 1.444, C199 1.509
56 C 3.73 -0.55 3.31  O61 1.439, H67 1.090, H93 1.090, H128 1.090
57 N 5.68 2.38 -2.03  H45 1.010, C171 1.418, H186 1.010
58 H 4.22 4.65 2.35  C205 1.090
59 H -3.76 -1.35 -6.14  N157 1.010
60 H 0.42 3.80 6.75  C91 1.090
61 O 4.35 0.73 3.55  C56 1.439, C120 1.412
62 H 2.66 2.44 -3.38  C218 1.090
63 N -3.04 5.81 3.31  H15 1.010, C90 1.433, H105 1.010
64 O 4.26 1.74 -5.36  C48 1.398, C101 1.415
65 H -6.80 -4.01 -4.84  C1 1.090
66 C -1.16 -0.51 -6.28  C3 1.543, N138 1.411, C160 1.530, H164 1.090
67 H 2.64 -0.57 3.40  C56 1.090
68 O -2.68 -6.23 -2.79  C50 1.461, C214 1.400
69 H 6.66 3.66 2.21  C52 1.090
70 C -3.81 -2.25 4.76  C14 1.527, H82 1.090, O85 1.457, H98 1.090
71 H -3.84 -1.39 -3.82  C74 1.090
72 C -4.11 -0.22 5.87  H76 1.090, O85 1.413, H167 1.090, H212 1.090
73 H -2.79 7.01 1.03  C13 1.090
74 C -4.79 -1.92 -3.79  H29 1.090, H71 1.090, H96 1.090, C181 1.577
75 O -7.41 -2.03 -5.13  C1 1.433, C221 1.405
76 H -4.54 -0.67 6.76  C72 1.090
77 H -2.71 -4.77 4.71  N51 1.010
78 H 2.49 -3.02 6.52  C6 1.090
79 N 4.27 2.93 1.06  H173 1.010, H200 1.010, C205 1.478
80 H 3.45 7.61 -0.82  C211 1.090
81 H -4.46 -3.48 -5.30  C181 1.090
82 H -4.74 -2.03 4.24  C70 1.090
83 C -2.80 -2.40 2.39  C14 1.586, H34 1.090, H39 1.090, H195 1.090
84 H -1.13 -4.67 -3.00  C50 1.090
85 O -3.18 -1.00 5.16  C70 1.457, C72 1.413
86 O -1.02 -0.27 -0.30  C43 1.450, C47 1.436
87 H -1.81 -9.49 -5.22  C159 1.090
88 H 5.18 4.08 6.35  N122 1.010
89 H 0.70 0.20 -5.27  C160 1.090
90 C -3.51 5.18 2.12  C13 1.571, N63 1.433, H104 1.090, C188 1.562
91 C 0.54 3.68 5.67  C55 1.521, H60 1.090, O165 1.411, H168 1.090
92 N -4.03 -8.79 -3.47  H147 1.010, H166 1.010, C180 1.458
93 H 4.12 -1.24 4.05  C56 1.090
94 H 4.73 3.26 4.08  C11 1.090
95 O -3.95 3.00 1.04  C113 1.430, C188 1.414
96 H -5.59 -1.25 -3.47  C74 1.090
97 H -1.17 -1.45 -2.00  C47 1.090
98 H -4.07 -2.93 5.57  C70 1.090
99 H -2.46 -6.98 -4.77  C214 1.090
100 H 1.77 -4.50 2.31  C131 1.090
101 C 5.26 1.93 -4.38  H46 1.090, O64 1.415, C171 1.530, H184 1.090
102 H 3.10 -4.53 4.19  N4 1.010
103 H 0.55 -1.59 4.11  C25 1.090
104 H -4.54 5.48 1.92  C90 1.090
105 H -2.88 6.79 3.12  N63 1.010
106 H 1.73 -6.13 7.69  C22 1.090
107 H -0.76 1.62 1.95  C194 1.090
108 H 4.20 -4.67 5.41  N4 1.010
109 N 1.10 2.04 0.14  C19 1.481, H26 1.010, H204 1.010
110 H -1.62 1.69 -0.39  N192 1.010
111 H -2.21 4.09 -1.86  C213 1.090
112 H 4.72 2.70 6.98  N122 1.010
113 C -4.05 1.58 1.11  O95 1.430, H118 1.090, H144 1.090, H170 1.090
114 C -1.23 2.11 5.36  H33 1.090, H53 1.090, O165 1.431, H182 1.090
115 H 3.67 3.82 -2.89  C218 1.090
116 H 6.74 4.24 0.62  C52 1.090
117 H -2.13 1.40 -5.98  C3 1.090
118 H -4.70 1.26 0.29  C113 1.090
119 H 1.06 -3.69 7.05  C6 1.090
120 C 4.02 1.34 4.78  H8 1.090, C11 1.543, O61 1.412, H126 1.090
121 H 4.32 8.67 0.25  C211 1.090
122 N 4.56 3.30 6.18  C11 1.455, H88 1.010, H112 1.010
123 C 2.84 -3.65 0.03  C12 1.589, H17 1.090, H21 1.090, O32 1.428
124 H -2.67 -4.10 -2.41  C50 1.090
125 H 4.95 -2.61 -1.25  N54 1.010
126 H 2.96 1.59 4.73  C120 1.090
127 H -4.12 2.60 -1.66  C148 1.090
128 H 3.92 -0.98 2.33  C56 1.090
129 C 6.34 2.28 5.01  C11 1.493, H27 1.090, H38 1.090, H191 1.090
130 H 1.82 -1.42 5.35  C25 1.090
131 C 1.28 -3.73 1.72  H9 1.090, O32 1.414, H100 1.090, H197 1.090
132 H 1.97 5.24 6.84  N161 1.010
133 H -3.72 1.22 -9.39  C2 1.090
134 H 2.95 5.02 0.34  C145 1.090
135 H 1.67 -5.04 -2.02  C176 1.090
136 H 2.74 -2.61 -1.97  C12 1.090
137 O -2.80 0.52 -7.67  C2 1.411, C3 1.382
138 N -0.43 -1.16 -7.31  H41 1.010, C66 1.411, H190 1.010
139 H -0.54 1.75 -3.02  C162 1.090
140 H 3.05 2.68 -1.71  C218 1.090
141 C -4.80 2.05 -4.09  H23 1.090, O174 1.393, H208 1.090, H216 1.090
142 H -0.81 -9.61 -3.79  C159 1.090
143 H -1.82 -2.80 4.39  C14 1.090
144 H -4.59 1.22 1.98  C113 1.090
145 C 3.99 5.32 0.39  H49 1.090, H134 1.090, O189 1.478, C205 1.557
146 H 4.42 0.97 -2.63  C171 1.090
147 H -4.51 -7.99 -3.10  N92 1.010
148 C -3.30 2.27 -2.30  H127 1.090, O174 1.430, H198 1.090, C213 1.580
149 H 0.61 4.90 3.02  C199 1.090
150 H -2.18 1.99 -9.02  C2 1.090
151 H -6.66 -3.38 -6.47  C1 1.090
152 H -3.70 2.29 -8.07  C2 1.090
153 H 0.04 0.20 2.64  C194 1.090
154 H 0.51 5.80 5.32  C55 1.090
155 H 0.81 -1.24 0.41  C43 1.090
156 O 1.12 -3.29 5.02  C6 1.390, C25 1.387
157 N -4.70 -1.70 -6.27  H59 1.010, C181 1.463, H210 1.010
158 H 4.84 2.42 -7.25  C48 1.090
159 C -1.84 -9.63 -4.14  H87 1.090, H142 1.090, C180 1.543, H201 1.090
160 C -0.19 -0.40 -5.11  H37 1.090, H42 1.090, C66 1.530, H89 1.090
161 N 2.35 5.31 5.91  C55 1.444, H132 1.010, H178 1.010
162 C -0.75 2.80 -2.86  H139 1.090, H209 1.090, C213 1.513, H215 1.090
163 H 1.95 0.39 1.24  C19 1.090
164 H -1.97 -1.19 -6.01  C66 1.090
165 O -0.65 3.36 4.99  C91 1.411, C114 1.431
166 H -4.34 -8.72 -4.43  N92 1.010
167 H -3.59 0.67 6.22  C72 1.090
168 H 1.22 2.83 5.64  C91 1.090
169 H 1.36 -5.59 5.35  C10 1.090
170 H -3.14 0.99 1.06  C113 1.090
171 C 4.69 1.98 -2.96  N57 1.418, C101 1.530, H146 1.090, C218 1.471
172 H -9.05 -3.32 -5.59  C221 1.090
173 H 3.32 2.92 0.74  N79 1.010
174 O -3.58 2.58 -3.67  C141 1.393, C148 1.430
175 H 3.34 -5.25 7.65  C22 1.090
176 C 2.68 -4.72 -2.30  C12 1.506, H135 1.090, H177 1.090, H179 1.090
177 H 2.64 -4.44 -3.35  C176 1.090
178 H 3.02 4.55 5.86  N161 1.010
179 H 3.24 -5.64 -2.17  C176 1.090
180 C -2.60 -8.60 -3.27  H40 1.090, N92 1.458, C159 1.543, C214 1.587
181 C -5.09 -2.59 -5.18  C1 1.564, C74 1.577, H81 1.090, N157 1.463
182 H -2.00 1.85 4.62  C114 1.090
183 H 1.97 3.94 3.36  C199 1.090
184 H 5.80 2.84 -4.63  C101 1.090
185 H -2.27 3.00 0.03  N192 1.010
186 H 5.89 3.37 -2.11  N57 1.010
187 H -1.45 -2.33 -0.55  C47 1.090
188 C -3.47 3.62 2.21  H36 1.090, C90 1.562, O95 1.414, H219 1.090
189 O 4.03 6.71 0.90  C145 1.478, C211 1.434
190 H 0.16 -0.53 -7.83  N138 1.010
191 H 6.93 3.18 4.91  C129 1.090
192 N -1.57 2.68 -0.61  H110 1.010, H185 1.010, C213 1.452
193 H -1.10 -7.07 -3.77  C214 1.090
194 C 0.21 1.15 2.15  C19 1.490, H107 1.090, H153 1.090, H203 1.090
195 H -2.28 -1.46 2.20  C83 1.090
196 H -2.33 -4.82 3.19  N51 1.010
197 H 1.58 -2.77 2.16  C131 1.090
198 H -3.17 1.20 -2.17  C148 1.090
199 C 1.49 4.87 3.66  C55 1.509, H149 1.090, H183 1.090, H207 1.090
200 H 4.25 2.38 1.91  N79 1.010
201 H -2.14 -10.66 -3.94  C159 1.090
202 H 3.14 -6.77 6.91  C22 1.090
203 H 0.78 1.85 2.76  C194 1.090
204 H 1.50 2.01 -0.79  N109 1.010
205 C 4.63 4.32 1.39  C52 1.555, H58 1.090, N79 1.478, C145 1.557
206 H 5.26 7.43 -0.62  C211 1.090
207 H 2.17 5.65 3.34  C199 1.090
208 H -5.64 2.57 -3.63  C141 1.090
209 H 0.11 3.28 -2.40  C162 1.090
210 H -5.29 -0.91 -6.48  N157 1.010
211 C 4.30 7.65 -0.15  H80 1.090, H121 1.090, O189 1.434, H206 1.090
212 H -4.92 0.02 5.18  C72 1.090
213 C -1.95 3.03 -1.97  H111 1.090, C148 1.580, C162 1.513, N192 1.452
214 C -2.18 -7.14 -3.72  O68 1.400, H99 1.090, C180 1.587, H193 1.090
215 H -0.96 3.32 -3.79  C162 1.090
216 H -4.79 0.98 -3.92  C141 1.090
217 H -3.12 5.59 -0.05  C13 1.090
218 C 3.47 2.76 -2.72  H62 1.090, H115 1.090, H140 1.090, C171 1.471
219 H -2.47 3.20 2.36  C188 1.090
220 H -0.93 1.33 -7.31  C3 1.090
221 C -8.68 -2.30 -5.67  H7 1.090, H18 1.090, O75 1.405, H172 1.090

***

Arrangement b

Density functional theory data (wB97M-V/def2-TZVPD) for a cluster of 13 separate species, C52H143N13O13 in total.

Each atom is followed by the atoms it is bonded to, with distances in Å.
CARTESIAN COORDINATES (ANGSTROEM)
1 H -4.59 1.21 -4.93  C200 1.090
2 C 0.63 0.54 1.28  C27 1.488, C74 1.591, N107 1.502, H134 1.090
3 H 5.43 3.61 0.03  C156 1.090
4 H -1.77 0.27 -5.52  C166 1.090
5 H -1.66 -5.29 2.05  C129 1.090
6 H -4.70 4.92 -5.31  C113 1.090
7 O -3.31 -5.38 0.60  C83 1.400, C129 1.434
8 H 4.44 1.65 5.83  C149 1.090
9 H -5.59 4.04 1.85  C48 1.090
10 H -1.15 -0.51 -4.05  C166 1.090
11 H -5.85 3.57 -5.20  C113 1.090
12 H 3.26 -3.50 1.53  C167 1.090
13 H -4.56 -1.42 2.07  C144 1.090
14 C -1.70 2.27 3.73  H23 1.090, C28 1.487, O138 1.442, H216 1.090
15 H -3.94 3.12 1.99  C48 1.090
16 H -4.01 1.49 -0.76  N199 1.010
17 H -3.45 1.87 0.73  N199 1.010
18 H -5.80 -3.82 -6.54  C33 1.090
19 H 3.59 -2.37 0.25  C167 1.090
20 C 4.35 2.58 -5.35  H71 1.090, H112 1.090, H208 1.090, O210 1.466
21 H 6.52 -6.69 1.19  N130 1.010
22 O -5.52 -3.64 3.52  C57 1.500, C58 1.458
23 H -2.59 2.84 3.45  C14 1.090
24 H -3.92 -7.10 -0.13  C83 1.090
25 H -7.22 -1.04 0.91  N148 1.010
26 C -5.57 5.71 -1.76  H88 1.090, H92 1.090, H147 1.090, O178 1.382
27 C 0.17 1.65 0.40  C2 1.488, H90 1.090, H165 1.090, H179 1.090
28 C -1.95 1.21 4.74  C14 1.487, C65 1.560, N104 1.471, H105 1.090
29 C 7.49 -2.75 4.69  C59 1.573, C133 1.493, N154 1.421, H215 1.090
30 H 1.20 4.86 9.36  C194 1.090
31 H -1.67 -2.74 -0.09  C66 1.090
32 H 1.80 9.73 0.95  C89 1.090
33 C -5.29 -4.56 -5.92  H18 1.090, H94 1.090, C108 1.601, H201 1.090
34 H -2.36 -1.60 -1.32  C66 1.090
35 C 4.75 2.16 -1.50  C49 1.556, H79 1.090, C156 1.603, N192 1.424
36 H 9.10 -3.84 5.49  C59 1.090
37 H 2.69 -3.81 -0.14  C167 1.090
38 H 8.59 -1.15 5.02  N154 1.010
39 H -5.54 -6.05 -3.03  C128 1.090
40 H 6.74 2.69 -0.66  C156 1.090
41 H 8.20 -2.79 6.72  C59 1.090
42 N 1.91 2.89 4.33  C54 1.492, H100 1.010, H175 1.010
43 H 2.45 5.01 5.86  C76 1.090
44 H 5.52 -3.31 4.73  C133 1.090
45 H -6.23 2.60 0.22  C82 1.090
46 N 0.05 -2.59 -6.45  H109 1.010, C137 1.529, H141 1.010
47 H 0.51 0.24 -6.20  C153 1.090
48 C -4.99 3.14 1.71  H9 1.090, H15 1.090, C82 1.477, H209 1.090
49 C 5.13 2.48 -2.98  C35 1.556, H102 1.090, H121 1.090, O210 1.465
50 H -2.76 -0.83 -4.49  C166 1.090
51 C -1.25 -4.02 -3.36  H118 1.090, H131 1.090, H152 1.090, O159 1.412
52 H 5.83 -2.06 5.92  C133 1.090
53 H -3.33 1.74 -6.01  C200 1.090
54 C 2.46 2.82 5.72  N42 1.492, C76 1.599, C149 1.565, H189 1.090
55 H 1.02 4.29 6.48  C76 1.090
56 C 7.08 -4.91 0.29  C119 1.494, N130 1.470, C186 1.605, H221 1.090
57 C -5.92 -3.08 2.19  O22 1.500, C144 1.472, H146 1.090, H177 1.090
58 C -4.09 -3.82 3.77  O22 1.458, H78 1.090, H127 1.090, H211 1.090
59 C 8.14 -3.52 5.90  C29 1.573, H36 1.090, H41 1.090, H110 1.090
60 H -3.24 -6.15 -4.76  C185 1.090
61 H 2.85 5.49 9.26  C194 1.090
62 H -3.14 -0.55 4.66  N104 1.010
63 C -4.69 3.83 -0.69  C82 1.532, H135 1.090, O178 1.387, H204 1.090
64 H 2.14 -2.40 -6.28  C137 1.090
65 C -0.72 0.57 5.45  C28 1.560, H126 1.090, H173 1.090, H214 1.090
66 C -1.94 -1.71 -0.31  H31 1.090, H34 1.090, H84 1.090, O219 1.459
67 H -5.67 -1.01 4.25  C86 1.090
68 H 4.24 -0.06 4.64  C123 1.090
69 O 2.50 7.73 0.55  C89 1.430, C157 1.442
70 N -5.24 -4.10 -1.36  H139 1.010, H188 1.010, C218 1.516
71 H 5.09 1.93 -5.82  C20 1.090
72 H 1.55 6.00 8.08  C194 1.090
73 H -5.74 -5.68 0.10  C218 1.090
74 C -0.44 -0.64 1.21  C2 1.591, H80 1.090, O219 1.434, H220 1.090
75 H 5.84 -6.36 -0.24  N130 1.010
76 C 2.10 4.18 6.48  H43 1.090, C54 1.599, H55 1.090, O193 1.462
77 H 1.10 6.14 -2.64  N117 1.010
78 H -3.75 -2.78 3.79  C58 1.090
79 H 3.80 2.65 -1.27  C35 1.090
80 H -1.31 -0.24 1.73  C74 1.090
81 H 7.87 -3.52 -0.97  C119 1.090
82 C -5.15 2.74 0.29  H45 1.090, C48 1.477, C63 1.532, N199 1.456
83 C -3.86 -6.07 -0.49  O7 1.400, H24 1.090, H181 1.090, C218 1.508
84 H -2.90 -1.37 0.09  C66 1.090
85 C 1.64 -1.84 -8.16  C137 1.525, H171 1.090, H176 1.090, H207 1.090
86 C -6.12 -0.83 3.28  H67 1.090, C144 1.487, H163 1.090, H203 1.090
87 H 0.35 4.86 3.57  C140 1.090
88 H -5.99 5.08 -2.55  C26 1.090
89 C 2.48 8.95 1.30  H32 1.090, O69 1.430, H91 1.090, H184 1.090
90 H -0.75 2.04 0.83  C27 1.090
91 H 2.30 8.64 2.33  C89 1.090
92 H -6.25 6.55 -1.64  C26 1.090
93 H 2.85 0.28 -4.23  C183 1.090
94 H -5.46 -5.54 -6.36  C33 1.090
95 H 0.28 5.47 -0.53  C182 1.090
96 C 2.39 5.21 -0.81  H142 1.090, H151 1.090, H174 1.090, C182 1.535
97 H -0.75 4.27 2.33  C140 1.090
98 H -1.42 5.23 3.63  C140 1.090
99 H -6.04 -0.04 1.08  N148 1.010
100 H 1.97 1.94 4.01  N42 1.010
101 H 0.98 6.77 1.47  C157 1.090
102 H 5.99 1.86 -3.21  C49 1.090
103 H -2.45 0.34 -2.24  N217 1.010
104 N -2.68 0.12 4.07  C28 1.471, H62 1.010, H136 1.010
105 H -2.60 1.77 5.40  C28 1.090
106 H -2.65 -6.80 1.87  C129 1.090
107 N 1.97 0.03 0.83  C2 1.502, H145 1.010, H195 1.010
108 C -3.74 -4.24 -5.66  C33 1.601, N116 1.445, H162 1.090, C185 1.531
109 H 0.35 -3.54 -6.62  N46 1.010
110 H 7.45 -4.34 6.10  C59 1.090
111 O -3.83 3.22 -4.69  C113 1.409, C200 1.428
112 H 4.67 3.61 -5.51  C20 1.090
113 C -4.83 3.85 -5.45  H6 1.090, H11 1.090, O111 1.409, H160 1.090
114 H -1.86 2.02 -3.99  C161 1.090
115 H 6.63 -4.49 -1.81  C119 1.090
116 N -3.04 -4.47 -6.91  C108 1.445, H120 1.010, H164 1.010
117 N 0.97 6.80 -1.88  H77 1.010, C182 1.446, H191 1.010
118 H -0.94 -4.56 -2.46  C51 1.090
119 C 7.45 -4.52 -1.10  C56 1.494, H81 1.090, H115 1.090, H187 1.090
120 H -3.47 -3.78 -7.50  N116 1.010
121 H 5.41 3.53 -3.04  C49 1.090
122 O 5.75 -1.37 4.02  C123 1.487, C133 1.381
123 C 4.35 -0.87 3.93  H68 1.090, O122 1.487, H169 1.090, H212 1.090
124 H 4.39 3.30 6.53  C149 1.090
125 H -3.96 0.33 -2.70  N217 1.010
126 H -0.19 1.36 5.97  C65 1.090
127 H -3.81 -4.37 4.67  C58 1.090
128 C -5.91 -6.23 -2.02  H39 1.090, H190 1.090, H206 1.090, C218 1.535
129 C -2.23 -5.93 1.37  H5 1.090, O7 1.434, H106 1.090, H143 1.090
130 N 6.71 -6.34 0.26  H21 1.010, C56 1.470, H75 1.010
131 H -1.93 -3.23 -3.05  C51 1.090
132 H 4.39 3.10 4.82  C149 1.090
133 C 6.06 -2.38 4.90  C29 1.493, H44 1.090, H52 1.090, O122 1.381
134 H 0.77 0.95 2.28  C2 1.090
135 H -3.70 4.22 -0.47  C63 1.090
136 H -3.41 0.61 3.56  N104 1.010
137 C 1.33 -1.78 -6.67  N46 1.529, H64 1.090, C85 1.525, C153 1.557
138 O -0.95 3.37 4.28  C14 1.442, C140 1.449
139 H -6.16 -3.69 -1.23  N70 1.010
140 C -0.66 4.49 3.39  H87 1.090, H97 1.090, H98 1.090, O138 1.449
141 H -0.23 -2.41 -5.50  N46 1.010
142 H 2.50 4.60 0.09  C96 1.090
143 H -1.57 -6.24 0.56  C129 1.090
144 C -5.63 -1.64 2.13  H13 1.090, C57 1.472, C86 1.487, N148 1.466
145 H 2.22 -0.60 1.57  N107 1.010
146 H -7.00 -3.26 2.19  C57 1.090
147 H -4.68 6.24 -2.08  C26 1.090
148 N -6.21 -1.02 0.94  H25 1.010, H99 1.010, C144 1.466
149 C 4.01 2.65 5.73  H8 1.090, C54 1.565, H124 1.090, H132 1.090
150 H 2.22 0.01 -6.27  C153 1.090
151 H 3.33 5.74 -0.97  C96 1.090
152 H -0.30 -3.64 -3.74  C51 1.090
153 C 1.31 -0.44 -5.88  H47 1.090, C137 1.557, H150 1.090, O213 1.413
154 N 8.38 -1.74 4.23  C29 1.421, H38 1.010, H155 1.010
155 H 7.71 -1.22 3.69  N154 1.010
156 C 5.72 2.61 -0.30  H3 1.090, C35 1.603, H40 1.090, H158 1.090
157 C 1.15 7.21 0.49  O69 1.442, H101 1.090, H170 1.090, C182 1.563
158 H 5.73 1.93 0.55  C156 1.090
159 O -1.78 -5.04 -4.19  C51 1.412, C185 1.417
160 H -4.78 3.83 -6.54  C113 1.090
161 C -2.65 1.27 -3.99  H114 1.090, C166 1.537, C200 1.551, N217 1.468
162 H -3.70 -3.16 -5.56  C108 1.090
163 H -5.98 0.25 3.26  C86 1.090
164 H -2.06 -4.24 -6.80  N116 1.010
165 H 0.76 2.56 0.34  C27 1.090
166 C -2.02 -0.04 -4.51  H4 1.090, H10 1.090, H50 1.090, C161 1.537
167 C 3.51 -3.43 0.47  H12 1.090, H19 1.090, H37 1.090, O180 1.435
168 H 5.66 -4.42 1.83  C186 1.090
169 H 4.10 -0.68 2.89  C123 1.090
170 H 0.29 7.86 0.39  C157 1.090
171 H 1.28 -0.98 -8.72  C85 1.090
172 H 3.93 0.50 -0.60  N192 1.010
173 H -0.03 0.15 4.71  C65 1.090
174 H 2.18 4.53 -1.63  C96 1.090
175 H 0.94 3.07 4.55  N42 1.010
176 H 1.33 -2.80 -8.56  C85 1.090
177 H -5.37 -3.58 1.39  C57 1.090
178 O -5.49 4.96 -0.60  C26 1.382, C63 1.387
179 H 0.05 1.44 -0.66  C27 1.090
180 O 4.70 -4.11 0.04  C167 1.435, C186 1.432
181 H -3.20 -6.10 -1.35  C83 1.090
182 C 1.16 6.11 -0.62  H95 1.090, C96 1.535, N117 1.446, C157 1.563
183 C 1.93 0.07 -3.69  H93 1.090, H197 1.090, H205 1.090, O213 1.375
184 H 3.53 9.24 1.38  C89 1.090
185 C -3.15 -5.09 -4.53  H60 1.090, C108 1.531, O159 1.417, H198 1.090
186 C 5.88 -4.00 0.85  C56 1.605, H168 1.090, O180 1.432, H196 1.090
187 H 8.35 -5.07 -1.39  C119 1.090
188 H -4.83 -3.51 -0.65  N70 1.010
189 H 2.03 1.96 6.24  C54 1.090
190 H -5.87 -7.27 -1.71  C128 1.090
191 H 1.80 7.37 -1.93  N117 1.010
192 N 4.53 0.76 -1.38  C35 1.424, H172 1.010, H202 1.010
193 O 2.47 4.11 7.89  C76 1.462, C194 1.425
194 C 1.98 5.19 8.68  H30 1.090, H61 1.090, H72 1.090, O193 1.425
195 H 1.71 -0.54 0.04  N107 1.010
196 H 6.18 -2.97 1.09  C186 1.090
197 H 1.51 1.05 -3.46  C183 1.090
198 H -3.70 -4.90 -3.61  C185 1.090
199 N -4.27 1.58 0.21  H16 1.010, H17 1.010, C82 1.456
200 C -3.69 1.83 -4.99  H1 1.090, H53 1.090, O111 1.428, C161 1.551
201 H -5.74 -4.70 -4.94  C33 1.090
202 H 4.28 0.36 -2.27  N192 1.010
203 H -7.16 -1.13 3.45  C86 1.090
204 H -4.70 3.31 -1.65  C63 1.090
205 H 2.30 -0.43 -2.79  C183 1.090
206 H -6.94 -5.86 -1.98  C128 1.090
207 H 2.72 -1.73 -8.20  C85 1.090
208 H 3.49 2.44 -6.01  C20 1.090
209 H -5.48 2.52 2.46  C48 1.090
210 O 4.07 2.22 -3.96  C20 1.466, C49 1.465
211 H -3.56 -4.31 2.96  C58 1.090
212 H 3.62 -1.62 4.22  C123 1.090
213 O 1.29 -0.81 -4.52  C153 1.413, C183 1.375
214 H -0.95 -0.10 6.28  C65 1.090
215 H 7.51 -3.47 3.87  C29 1.090
216 H -1.30 1.86 2.80  C14 1.090
217 N -3.15 0.93 -2.65  H103 1.010, H125 1.010, C161 1.468
218 C -5.22 -5.53 -0.84  N70 1.516, H73 1.090, C83 1.508, C128 1.535
219 O -0.78 -0.84 -0.17  C66 1.459, C74 1.434
220 H -0.26 -1.51 1.84  C74 1.090
221 H 7.91 -4.80 0.98  C56 1.090

***

The structure with the least stability is arrangement b.